[1]
DFT (wB97M-V/def2-TZVPD) results for an isolated molecule of C4H7FN2O3.

The geometry in XYZ format:
```
17
Properties=species:S:1:pos:R:3:forces:R:3
N 2.591683 -0.748453 -0.817633 0.4 -0.3 -0.2
C 1.889271 -0.050782 0.114316 -1.4 -1.5 0.3
O 2.205251 1.017982 0.555347 1.1 1.5 0.1
C 0.564455 -0.625630 0.649674 0.7 0.4 -0.6
C -0.556865 0.298163 0.162533 -0.1 -0.9 0.1
O -0.567285 1.505841 0.830430 -4.2 -1.3 -0.9
F -0.416340 0.620563 -1.177396 1.4 0.0 -1.1
C -1.991461 -0.412958 0.068186 0.7 2.3 1.2
N -2.767457 0.507722 -0.538583 2.5 -0.8 0.6
O -2.267602 -1.459800 0.570085 -0.2 -1.0 0.0
H 2.485287 -1.713271 -1.116936 -0.7 0.5 0.5
H 3.476245 -0.372080 -1.098014 0.2 0.4 0.0
H 0.576753 -0.465435 1.724916 0.1 -0.4 0.1
H 0.484791 -1.680210 0.424674 -0.6 -0.1 -0.2
H 0.234891 1.790478 1.156704 3.3 0.5 0.8
H -2.240171 1.281099 -0.831735 0.0 1.2 -0.6
H -3.701447 0.506771 -0.676562 -3.3 -0.5 -0.3
```
Forces are in eV/Å.

The SMILES is NC(=O)C[C@@](O)(F)C(N)=O. As for the maximum force: 4.45 eV/Å. For the gap between HOMO and LUMO, the calculation gives 10.6 eV.

[2]
DFT (wB97M-V/def2-TZVPD) results for the ion C4H7FN3 with charge +1.

The geometry in XYZ format:
```
15
Properties=species:S:1:pos:R:3:forces:R:3
C 0.538206 -0.023450 1.674777 -1.4 -0.3 -0.6
C -0.724464 0.406301 -0.751189 -0.7 -0.9 4.2
C 1.345589 -0.846455 -0.427963 -0.6 -0.7 1.7
C -0.790555 -0.621998 1.441233 -1.5 -0.9 -2.8
N 1.491801 -0.277282 0.877400 0.1 0.5 1.6
N 0.395533 -0.059415 -1.155970 -1.1 0.2 -1.2
N -1.407134 1.415821 -1.272268 0.5 -2.2 1.1
F -1.969675 -0.353466 2.028335 2.3 0.2 -0.5
H 0.571357 0.701476 2.463158 0.7 0.2 0.7
H 2.298605 -0.653935 -0.797306 1.4 0.0 -1.5
H 1.133165 -1.910292 -0.525371 -0.1 -0.2 0.4
H -0.748774 -1.698516 1.072451 -0.3 1.5 0.3
H 0.661647 0.192416 -2.065147 1.0 0.5 -1.6
H -1.938860 1.915245 -0.575546 -0.3 0.4 -0.6
H -0.856442 1.813550 -1.986593 -0.2 1.7 -1.1
```
Forces are in eV/Å.

As for the maximum force: 4.34 eV/Å. The net charge is +1. For the gap between HOMO and LUMO (spin up / spin down), the calculation gives 8.6 / 8.6 eV.

[3]
DFT (wB97M-V/def2-TZVPD) results for a structure of composition C4H7FNO.

The geometry in XYZ format:
```
14
Properties=species:S:1:pos:R:3:forces:R:3
C 2.426528 -0.182788 -0.314425 1.2 -0.6 -0.5
C 1.391134 0.503657 0.152366 -1.1 0.4 0.5
C 0.020756 0.456084 -0.429248 -0.4 0.0 0.5
C -0.803045 -0.525287 0.355401 2.0 0.0 -0.4
N -2.679121 -0.188109 -0.104002 -0.5 0.6 1.5
O -2.825335 1.111255 -0.169989 -0.3 -0.5 -0.2
F -0.534318 -1.844508 0.019976 -0.1 0.1 0.0
H 3.382410 -0.211354 0.188680 0.1 0.0 0.1
H 2.347296 -0.770798 -1.214434 0.0 -0.1 -0.2
H 1.492202 1.062242 1.077830 0.0 0.1 0.0
H -0.514001 1.410270 -0.355032 0.2 0.0 -0.2
H 0.034800 0.138797 -1.471521 0.0 0.0 -0.2
H -0.699337 -0.441003 1.440055 -0.4 0.1 0.0
H -3.039972 -0.518457 0.824349 -0.7 0.0 -0.9
```
Forces are in eV/Å.

Its multiplicity is 3. As for the maximum force: 1.99 eV/Å. The net charge is -1. For the gap between HOMO and LUMO (spin up / spin down), the calculation gives 3.5 / 7.8 eV.

[4]
DFT (wB97M-V/def2-TZVPD) results for an isolated molecule of C4H7FO.

The geometry in XYZ format:
```
13
Properties=species:S:1:pos:R:3:forces:R:3
C -1.416607 0.900561 0.111536 -0.3 1.6 -0.5
C -1.036261 -0.402955 -0.508465 -1.7 -0.9 -1.3
O 0.283352 -0.591986 -0.896613 0.8 0.8 -1.0
C 1.089392 -0.740787 0.153934 1.9 1.0 0.4
C 2.278598 -0.127605 0.286931 -1.6 -0.3 -1.2
F 2.626593 0.743958 -0.705136 0.4 -0.4 0.7
H -0.616914 1.305444 0.759873 -0.4 -0.3 -0.2
H -2.347245 0.761575 0.702665 0.6 0.2 -0.4
H -1.604329 1.660215 -0.685467 0.1 -0.4 0.7
H -1.283260 -1.138102 0.209562 -0.2 -1.3 1.0
H -1.638666 -0.696739 -1.409627 0.3 0.7 0.7
H 0.677035 -1.349843 0.909519 0.0 -0.8 1.1
H 2.988315 -0.323741 1.071288 0.2 0.2 0.0
```
Forces are in eV/Å.

The SMILES is CCO/C=C\F. As for the maximum force: 2.38 eV/Å. For the gap between HOMO and LUMO, the calculation gives 10.1 eV.

[5]
DFT (wB97M-V/def2-TZVPD) results for an isolated molecule of C4H7FS.

The geometry in XYZ format:
```
13
Properties=species:S:1:pos:R:3:forces:R:3
C 0.448404 -1.695671 0.730517 -0.1 0.4 -1.8
C -0.237936 -0.699056 0.185298 -0.1 -0.1 1.1
C -0.993165 0.232957 1.128031 1.0 0.7 -0.8
F -0.889600 -0.276125 2.428734 -0.2 0.9 -0.6
S -0.249501 -0.484055 -1.561136 0.1 0.8 0.2
C 0.629245 1.132312 -1.595385 -0.5 0.2 -1.7
H 0.496331 -1.791293 1.769162 0.1 -0.5 1.3
H 0.958324 -2.360316 0.059925 0.3 -0.3 0.1
H -2.032283 0.300436 0.845935 -0.5 -0.2 0.1
H -0.574177 1.291897 1.030518 -0.4 -1.3 0.6
H 1.481515 1.142124 -0.931202 0.0 0.0 0.4
H 1.041475 1.229284 -2.633482 -0.4 -0.1 0.8
H -0.078632 1.977507 -1.456917 0.6 -0.5 0.2
```
Forces are in eV/Å.

The SMILES is C=C(CF)SC. As for the maximum force: 1.80 eV/Å. For the gap between HOMO and LUMO, the calculation gives 9.7 eV.

[6]
DFT (wB97M-V/def2-TZVPD) results for a structure of composition C4H7FS.

The geometry in XYZ format:
```
13
Properties=species:S:1:pos:R:3:forces:R:3
C -0.798239 -0.897401 -0.595701 -4.1 -4.8 -3.2
C -0.220859 0.164104 0.166626 -0.2 2.7 -3.4
C 0.962401 0.570206 -0.569206 3.2 3.0 -4.8
C -0.187477 0.353784 1.519318 2.1 0.1 6.1
H -1.860294 -0.410473 -1.400299 3.5 -1.9 2.7
H 0.279226 -1.451859 -1.693579 -3.6 1.2 3.4
H -1.248579 -1.843347 0.328811 1.3 2.7 -3.5
H 1.680782 1.516990 -0.389584 -1.8 -2.2 0.9
H 0.867946 0.725752 -1.769430 -0.8 -0.2 2.7
H 0.783093 0.884318 1.994148 -2.3 -1.4 -1.1
H -0.556918 -0.493184 2.157919 0.1 1.1 -0.5
F 1.656775 -0.617126 -0.513338 2.5 -0.2 0.6
S -1.357858 1.498236 0.764315 0.0 -0.1 0.1
```
Forces are in eV/Å.

As for the maximum force: 7.08 eV/Å. For the gap between HOMO and LUMO, the calculation gives 9.6 eV.

[7]
DFT (wB97M-V/def2-TZVPD) results for a structure of composition C4H7GaO.

The geometry in XYZ format:
```
13
Properties=species:S:1:pos:R:3:forces:R:3
C 1.419670 -0.659623 -0.112382 0.1 0.0 0.3
C 0.060755 -0.141006 -0.503675 -0.4 0.1 -0.8
C -1.013873 -0.023533 0.541045 2.1 -3.4 3.3
O -2.227323 0.418038 0.094939 5.2 3.3 -3.1
Ga -3.704410 0.052786 0.440429 -7.7 -1.7 1.6
H 1.578719 -0.914646 0.937664 0.0 0.1 -0.3
H -0.300761 -0.420174 -1.497608 0.1 0.0 0.3
H 1.943469 -1.303689 -0.819314 -0.3 0.2 0.2
H -0.645657 0.603745 1.380248 -0.3 -0.1 -0.5
C 1.242951 0.791563 -0.461279 0.1 0.2 -0.1
H 1.279000 1.519229 0.352412 0.0 -0.2 -0.2
H 1.646417 1.148248 -1.409887 -0.1 -0.1 0.3
H -1.278959 -1.070937 1.057408 1.3 1.8 -1.1
```
Forces are in eV/Å.

Its multiplicity is 2. As for the maximum force: 8.03 eV/Å. The net charge is +1. For the gap between HOMO and LUMO (spin up / spin down), the calculation gives 8.8 / 4.8 eV.

[8]
DFT (wB97M-V/def2-TZVPD) results for a cluster of 2 separate species, C4H7I in total.

The geometry in XYZ format:
```
12
Properties=species:S:1:pos:R:3:forces:R:3
C 0.256118 -1.318698 0.133247 -0.5 -1.2 -0.5
C -0.031306 0.105214 0.465954 0.6 2.0 3.4
C 1.071284 -0.224718 -0.432897 -0.3 1.2 -5.3
C -1.247717 0.975758 0.103939 -1.3 -0.6 1.4
I 3.067751 0.121343 -0.040412 0.4 0.1 0.2
H 0.598962 -1.985088 0.954763 -0.1 0.4 -1.0
H -0.293903 -1.741027 -0.730705 -0.1 -0.2 1.2
H 0.519111 0.409760 1.487557 -1.7 -0.7 -2.0
H 0.808909 0.059823 -1.907842 0.8 -1.0 4.6
H -1.840074 0.447722 -0.648186 0.1 0.1 -0.1
H -0.859782 1.867533 -0.342311 0.0 0.8 -0.2
H -2.049349 1.282383 0.956888 2.3 -0.9 -1.7
```
Forces are in eV/Å.

As for the maximum force: 5.44 eV/Å. For the gap between HOMO and LUMO, the calculation gives 9.8 eV.